No. 1
C18H14Br2N2 | wB97M-V/def2-TZVPD

The value obtained for the LUMO energy is -0.038 eV. The value obtained for the HOMO-LUMO gap is 8.69 eV. Its total energy is -161956.72064 eV. As for the SMILES: Brc1ccc(/C=C\[C@@H](c2ccc(Br)cc2)n2ccnc2)cc1. The total charge is 0. The calculation puts the HOMO energy at -8.730 eV. Its largest force on an atom is 3.04 eV/A.

Last column: Mulliken charge in e.
CARTESIAN COORDINATES (ANGSTROEM)
1 Br -6.06 0.98 1.12  -0.161
2 C -4.47 0.09 1.20  -0.082
3 C -4.40 -1.30 1.36  -0.407
4 C -3.18 -1.95 1.35  -0.670
5 C -1.97 -1.25 1.22  0.883
6 C -0.70 -1.99 1.06  -1.142
7 C 0.46 -1.57 0.49  -0.482
8 C 0.62 -0.15 -0.05  -0.076
9 C 2.14 0.36 -0.08  0.498
10 C 2.61 1.33 -0.97  -0.255
11 C 3.91 1.86 -0.81  -0.745
12 C 4.75 1.41 0.21  0.010
13 Br 6.45 2.08 0.49  -0.177
14 C 4.26 0.45 1.10  -0.684
15 C 2.99 -0.07 0.93  -0.612
16 C -2.06 0.15 1.24  -0.162
17 C -3.27 0.81 1.14  -0.266
18 H -5.33 -1.84 1.47  0.414
19 H -3.17 -3.03 1.48  0.340
20 H -0.71 -3.04 1.36  0.310
21 H 1.36 -2.28 0.51  0.491
22 H -0.02 0.50 0.48  0.084
23 H 2.06 1.71 -1.81  0.321
24 H 4.30 2.60 -1.48  0.426
25 H 4.83 0.10 1.93  0.433
26 H 2.60 -0.83 1.59  0.452
27 H -1.19 0.76 1.45  0.640
28 H -3.28 1.89 1.05  0.432
29 N -1.10 1.24 -2.91  -0.695
30 C -0.52 0.06 -3.38  -0.620
31 C 0.10 -0.63 -2.36  -0.218
32 N -0.08 0.14 -1.24  0.516
33 C -0.86 1.23 -1.60  -0.036
34 H -0.49 -0.21 -4.40  0.426
35 H 0.63 -1.57 -2.27  0.405
36 H -1.20 1.95 -0.86  0.409

No. 2
C18H14Cl4O2 | wB97M-V/def2-TZVPD

The value obtained for the LUMO energy is -1.277 eV. The value obtained for the HOMO-LUMO gap is 8.60 eV. Its total energy is -73078.71690 eV. As for the SMILES: CC[C@H](Cl)c1cccc2c1C(=O)c1ccccc1C2=O.ClC(Cl)Cl. The total charge is 0. The calculation puts the HOMO energy at -9.877 eV. Its largest force on an atom is 0.84 eV/A.

Last column: Mulliken charge in e.
CARTESIAN COORDINATES (ANGSTROEM)
1 C -3.55 2.28 -2.18  -1.137
2 C -3.49 0.86 -1.60  -0.530
3 C -3.16 0.83 -0.09  0.352
4 Cl -4.29 1.96 0.73  -0.223
5 C -1.70 1.19 0.15  0.047
6 C -1.35 2.47 0.58  -0.669
7 C -0.03 2.85 0.74  -1.007
8 C 0.98 1.94 0.48  -0.839
9 C 0.65 0.64 0.10  0.231
10 C -0.68 0.24 -0.06  0.361
11 C -0.96 -1.19 -0.40  0.710
12 O -2.05 -1.60 -0.68  -0.652
13 C 0.18 -2.15 -0.34  0.303
14 C -0.10 -3.51 -0.44  -0.586
15 C 0.93 -4.44 -0.37  -0.553
16 C 2.24 -4.02 -0.19  -0.549
17 C 2.53 -2.66 -0.10  -0.665
18 C 1.50 -1.73 -0.18  0.022
19 C 1.80 -0.29 -0.09  0.504
20 O 2.94 0.11 -0.12  -0.609
21 H -4.54 2.72 -2.11  0.314
22 H -2.80 2.92 -1.72  0.309
23 H -3.31 2.20 -3.24  0.368
24 H -2.73 0.33 -2.15  0.306
25 H -4.44 0.35 -1.73  0.418
26 H -3.38 -0.13 0.34  0.471
27 H -2.11 3.21 0.76  0.435
28 H 0.22 3.85 1.07  0.434
29 H 2.02 2.20 0.60  0.591
30 H -1.11 -3.86 -0.58  0.493
31 H 0.74 -5.50 -0.46  0.405
32 H 3.06 -4.72 -0.13  0.416
33 H 3.53 -2.30 0.04  0.554
34 C 4.41 0.96 2.61  0.887
35 Cl 4.04 0.54 4.29  -0.142
36 Cl 4.58 2.71 2.42  -0.150
37 Cl 5.86 0.13 2.06  -0.135
38 H 3.59 0.63 1.99  -0.486

No. 3
C18H14ClNO4 | wB97M-V/def2-TZVPD

The value obtained for the LUMO energy is -1.467 eV. The value obtained for the HOMO-LUMO gap is 7.44 eV. Its total energy is -41087.45924 eV. As for the SMILES: Nc1cccc2c1C(=O)c1c(Cl)cccc1C2=O.O=C1CCCO1. The total charge is 0. The calculation puts the HOMO energy at -8.907 eV. The energy above the lowest of the compared OMol25 structures with the same formula, charge and spin comes out at 209.4 kcal/mol. Its largest force on an atom is 4.44 eV/A.

Last column: Mulliken charge in e.
CARTESIAN COORDINATES (ANGSTROEM)
1 N 2.42 -3.74 -0.57  -0.603
2 C 2.32 -2.41 -1.21  0.528
3 C 3.43 -1.88 -2.20  -0.563
4 C 3.27 -0.47 -2.88  -0.359
5 C 2.03 0.45 -2.63  -0.690
6 C 0.95 -0.09 -1.66  0.458
7 C 1.09 -1.49 -0.95  0.176
8 C -0.12 -1.88 0.03  0.186
9 O 0.03 -2.41 1.16  -0.551
10 C -1.59 -1.49 -0.54  0.127
11 C -2.80 -2.46 -0.40  0.156
12 Cl -2.65 -4.06 0.47  -0.168
13 C -4.16 -1.99 -1.04  -0.331
14 C -4.29 -0.63 -1.80  -0.388
15 C -3.07 0.35 -1.92  -0.455
16 C -1.74 -0.11 -1.29  0.388
17 C -0.39 0.77 -1.37  0.116
18 O -0.39 2.02 -1.19  -0.560
19 H 3.41 -3.86 -0.33  0.277
20 H 1.91 -3.75 0.33  0.326
21 H 4.33 -2.56 -2.42  0.284
22 H 4.08 -0.15 -3.61  0.319
23 H 1.88 1.47 -3.13  0.348
24 H -5.06 -2.68 -1.00  0.348
25 H -5.27 -0.29 -2.29  0.310
26 H -3.10 1.35 -2.46  0.344
27 O 0.61 4.74 4.48  -0.573
28 C 0.48 3.71 3.86  0.469
29 O 0.36 2.48 4.43  -0.362
30 C 0.33 1.48 3.40  -0.479
31 C -0.11 2.21 2.15  0.161
32 C 0.47 3.59 2.36  -0.476
33 H 1.34 1.06 3.30  0.290
34 H -0.36 0.69 3.68  0.308
35 H 0.23 1.73 1.23  -0.193
36 H -1.20 2.27 2.12  0.247
37 H 1.49 3.67 1.99  0.292
38 H -0.16 4.36 1.91  0.293

No. 4
C18H14N12OPtS5 | wB97M-V/def2-TZVPD

The value obtained for the LUMO energy (alpha / beta) is -1.261 / -3.672 eV. The expectation value of S² is 6.051. The value obtained for the HOMO-LUMO gap (alpha / beta) is 4.38 / 4.77 eV. As for the spin multiplicity: 5. Its total energy is -96239.47983 eV. The total charge is 0. The calculation puts the HOMO energy (alpha / beta) at -5.644 / -8.441 eV. The energy above the lowest of the compared OMol25 structures with the same formula, charge and spin comes out at 22.6 kcal/mol. Its largest force on an atom is 0.86 eV/A.

Last column: Mulliken charge in e.
CARTESIAN COORDINATES (ANGSTROEM)
1 Pt -1.08 -0.39 -0.73  0.612
2 O -1.57 3.06 1.30  -0.778
3 C -1.46 2.21 0.40  -0.219
4 N -1.45 0.82 0.69  0.766
5 C -1.64 0.28 2.02  -0.399
6 C -1.32 -1.19 2.00  0.511
7 C -1.27 -1.96 3.15  -0.845
8 C -0.99 -3.31 3.06  -0.261
9 C -0.75 -3.86 1.81  -0.926
10 C -0.79 -3.05 0.70  0.161
11 N -1.08 -1.75 0.80  -0.134
12 C -1.31 2.44 -1.00  0.624
13 C -1.33 3.72 -1.57  -0.863
14 C -1.20 3.86 -2.92  -0.304
15 C -1.05 2.69 -3.74  -0.863
16 C -1.02 1.46 -3.16  0.135
17 N -1.14 1.29 -1.82  0.034
18 H -2.68 0.42 2.35  0.303
19 H -1.02 0.78 2.76  0.066
20 H -1.45 -1.49 4.11  0.451
21 H -0.95 -3.92 3.95  0.446
22 H -0.52 -4.92 1.70  0.416
23 H -0.61 -3.42 -0.29  0.337
24 H -1.44 4.57 -0.91  0.449
25 H -1.23 4.85 -3.37  0.432
26 H -0.95 2.76 -4.82  0.406
27 H -0.90 0.56 -3.75  0.279
28 N 0.51 -2.03 -3.64  -0.029
29 C 1.40 -1.45 -2.77  0.397
30 N 2.70 -1.31 -3.05  -0.623
31 N 3.20 -0.68 -1.99  -0.549
32 N 2.25 -0.51 -1.12  -0.145
33 N 1.07 -0.98 -1.58  0.092
34 C -0.81 -2.30 -3.29  0.156
35 N -1.59 -3.13 -3.94  -0.503
36 N -2.77 -3.11 -3.26  -0.576
37 N -2.69 -2.31 -2.25  -0.349
38 N -1.43 -1.76 -2.25  0.281
39 H 0.88 -2.48 -4.46  0.247
40 C 1.15 3.38 2.60  -0.560
41 S 1.28 1.98 3.75  -0.027
42 C 2.42 0.91 3.04  0.231
43 C 2.65 0.58 1.68  0.178
44 S 1.83 1.27 0.40  0.253
45 S 3.88 -0.63 1.41  0.085
46 C 4.25 -0.94 3.07  0.080
47 S 5.35 -2.02 3.54  -0.149
48 S 3.36 0.04 4.19  -0.039
49 H 0.72 4.18 3.21  0.394
50 H 0.47 3.16 1.77  -0.070
51 H 2.14 3.66 2.25  0.389

No. 5
C18H15BrN2O4 | wB97M-V/def2-TZVPD

The value obtained for the LUMO energy is 0.247 eV. The value obtained for the HOMO-LUMO gap is 8.27 eV. Its total energy is -100122.15500 eV. As for the SMILES: CNC(=O)/C(=C/c1ccc2c(c1)OCO2)NC(=O)c1ccc(Br)cc1. The total charge is 0. The calculation puts the HOMO energy at -8.028 eV. The energy above the lowest of the compared OMol25 structures with the same formula, charge and spin comes out at 0.0 kcal/mol. Its largest force on an atom is 1.30 eV/A.

Last column: Mulliken charge in e.
CARTESIAN COORDINATES (ANGSTROEM)
1 C 3.44 -2.84 -2.87  -0.882
2 N 2.55 -2.42 -1.81  -0.161
3 C 2.53 -1.14 -1.37  -0.113
4 O 3.33 -0.29 -1.69  -0.653
5 C 1.48 -0.86 -0.32  0.457
6 C 1.55 -1.42 0.90  -0.597
7 C 0.66 -1.17 2.02  0.270
8 C 1.18 -1.25 3.32  -0.783
9 C 0.40 -1.01 4.44  -0.908
10 C -0.92 -0.68 4.24  0.946
11 C -1.46 -0.62 2.95  0.930
12 C -0.70 -0.86 1.83  -1.147
13 H -1.15 -0.86 0.86  0.714
14 O -2.79 -0.30 3.03  -0.509
15 C -3.07 -0.17 4.40  -0.244
16 O -1.90 -0.40 5.15  -0.468
17 H -3.85 -0.90 4.69  0.237
18 H -3.44 0.85 4.61  0.260
19 H 0.81 -1.07 5.44  0.434
20 H 2.22 -1.50 3.45  0.422
21 H 2.38 -2.09 1.09  0.429
22 N 0.57 0.13 -0.68  -0.085
23 C 0.22 0.36 -1.97  0.398
24 O 0.56 -0.37 -2.88  -0.615
25 C -0.64 1.56 -2.19  0.384
26 C -0.53 2.20 -3.42  -0.514
27 C -1.30 3.32 -3.70  -0.564
28 C -2.19 3.78 -2.75  0.161
29 C -2.33 3.14 -1.53  -0.838
30 C -1.55 2.03 -1.25  -0.170
31 H -1.69 1.53 -0.30  0.535
32 H -3.05 3.50 -0.80  0.435
33 Br -3.26 5.30 -3.12  -0.187
34 H -1.21 3.82 -4.65  0.422
35 H 0.16 1.82 -4.15  0.455
36 H 0.22 0.72 0.06  0.399
37 H 1.77 -3.02 -1.59  0.254
38 H 3.92 -3.78 -2.60  0.280
39 H 2.89 -2.97 -3.81  0.284
40 H 4.18 -2.06 -3.00  0.334

No. 6
C18H15Cl2N2O5RhS2 | wB97M-V/def2-TZVPD

The value obtained for the LUMO energy is -1.355 eV. The value obtained for the HOMO-LUMO gap is 6.64 eV. Its total energy is -81849.28161 eV. The total charge is 0. The calculation puts the HOMO energy at -7.998 eV. The energy above the lowest of the compared OMol25 structures with the same formula, charge and spin comes out at 0.0 kcal/mol. Its largest force on an atom is 1.36 eV/A.

Last column: Mulliken charge in e.
CARTESIAN COORDINATES (ANGSTROEM)
1 Rh 0.16 -1.36 -1.42  0.168
2 C 0.82 0.71 -4.41  -1.075
3 O 0.63 0.72 -3.00  0.197
4 C -0.12 1.71 -2.46  0.616
5 C -0.46 2.86 -3.17  -0.789
6 C -1.14 3.89 -2.53  -0.683
7 C -1.46 3.78 -1.18  -0.912
8 C -1.13 2.63 -0.49  -0.177
9 C -0.50 1.57 -1.13  -0.056
10 N -0.23 0.33 -0.44  1.165
11 N -0.50 0.34 0.78  -0.504
12 C -0.15 -0.64 1.65  -0.306
13 C 0.67 -1.74 1.31  1.196
14 O 1.22 -1.88 0.15  -0.717
15 C 0.94 -2.74 2.30  -0.757
16 C 0.47 -2.60 3.56  -0.840
17 C -0.29 -1.46 3.97  0.723
18 C -0.69 -1.30 5.31  -0.893
19 C -1.38 -0.18 5.71  -0.528
20 C -1.71 0.80 4.75  -0.768
21 C -1.34 0.65 3.44  -0.216
22 C -0.61 -0.48 3.02  0.477
23 H 1.44 1.56 -4.72  0.338
24 H -0.14 0.73 -4.93  0.410
25 H 1.34 -0.21 -4.64  0.248
26 H -0.20 2.96 -4.21  0.443
27 H -1.40 4.78 -3.08  0.396
28 H -1.96 4.59 -0.67  0.397
29 H -1.39 2.52 0.55  0.426
30 H 1.51 -3.60 2.00  0.467
31 H 0.66 -3.38 4.29  0.370
32 H -0.44 -2.07 6.03  0.386
33 H -1.66 -0.05 6.74  0.389
34 H -2.27 1.67 5.06  0.405
35 H -1.60 1.41 2.71  0.398
36 Cl 3.22 0.82 -0.80  -0.124
37 C 3.94 -0.63 -1.50  -0.387
38 Cl 2.83 -1.51 -2.57  -0.054
39 H 4.21 -1.30 -0.70  0.309
40 H 4.79 -0.33 -2.09  0.375
41 O 0.20 -3.16 -2.62  -0.484
42 S -1.24 -2.79 -2.84  1.141
43 O -2.00 -3.62 -3.72  -0.576
44 O -1.23 -1.32 -3.13  -0.467
45 S -1.80 -2.66 -0.90  -0.128